# 1
The following is a DFT calculation (ωB97M-V/def2-TZVPD) of a molecular structure, C19H38CdN2O5 at a distorted geometry.

The geometry in XYZ format:
```
65
Properties=species:S:1:pos:R:3:forces:R:3
Cd 0.91456 -0.35879 1.86213 -1.008 0.759 2.906
C 0.04411 -5.81874 1.53795 3.354 3.564 -1.724
O 0.16918 -6.90970 1.12809 -1.347 1.382 1.496
O 0.27419 -4.62011 1.69128 -2.000 -5.008 0.232
O 0.32206 0.17273 3.79188 0.787 -0.695 -2.245
C -2.57302 -0.82471 2.03478 -2.423 0.922 -1.032
C -2.86963 -1.63653 0.75041 3.084 -1.706 2.129
C -3.93122 -1.00862 -0.06649 -0.212 -1.173 -2.300
C -3.87447 -1.49907 -1.56946 0.855 0.601 1.558
C -2.49490 -1.35397 -2.23844 -0.317 -0.438 0.737
C -1.36729 -2.09736 -1.41513 -0.537 2.277 -0.309
N -1.55160 -1.62786 -0.01486 -0.126 0.278 -1.540
O -0.33441 -1.95454 0.63799 -0.679 -0.394 0.834
C -1.49386 -3.64056 -1.65555 0.850 1.526 4.104
C -0.03459 -1.39420 -1.89210 -1.271 -1.157 -2.687
C -3.16642 -3.06601 1.24744 -0.547 -0.583 -1.391
H -1.96263 -1.34440 2.70917 1.212 -0.547 0.801
H -3.57257 -0.72481 2.57359 1.170 0.374 -0.628
H -2.11543 0.14279 1.75316 -0.448 -0.339 0.497
H -4.90374 -1.17621 0.40931 0.144 -0.017 -0.241
H -3.72503 0.01013 -0.08582 0.139 2.114 0.114
H -4.68839 -1.18420 -2.16155 -0.759 1.551 -0.736
H -4.16366 -2.49234 -1.55114 -0.018 -2.644 0.231
H -2.25892 -0.28633 -2.39472 0.111 -0.440 0.237
H -2.51218 -1.84242 -3.21616 -0.099 0.172 -0.108
H -0.81542 -4.10606 -0.85060 -0.833 0.170 -1.486
H -2.51117 -3.87038 -1.37467 -0.203 -0.399 -0.208
H -1.29835 -3.97752 -2.61465 0.686 -0.500 -1.838
H -0.25064 -1.30053 -3.00325 0.663 0.011 0.901
H 0.14211 -0.38289 -1.54437 -0.627 -0.271 0.350
H 0.87752 -1.97531 -1.84485 0.135 -0.319 0.427
H -2.59372 -3.32248 2.11356 0.812 -0.129 0.356
H -3.00039 -3.82681 0.44530 -0.269 0.517 0.810
H -4.18307 -3.16448 1.60170 -0.527 0.056 -0.120
H -0.30883 -2.89081 0.90612 -0.259 0.157 0.025
C 3.73560 1.65529 -1.14714 0.443 0.568 1.560
C 3.25507 1.82407 0.35703 0.706 -1.152 -0.463
C 3.82075 3.12415 0.82479 -1.694 0.819 2.120
C 2.89320 4.30663 0.36222 1.327 -1.200 0.097
C 1.45455 4.11009 0.85891 0.309 -0.216 0.965
C 0.81350 2.90978 0.06525 1.892 0.977 0.925
N 1.77088 1.77956 0.47624 -0.541 -0.049 -0.219
O 1.33657 0.58548 -0.21073 -0.857 0.382 1.552
C -0.57986 2.68976 0.60094 -1.200 -2.105 -0.133
C 0.72597 3.11589 -1.46684 -0.709 0.918 0.198
C 3.93785 0.64855 1.17784 1.250 2.501 0.359
H 3.06996 2.20044 -1.78024 -0.485 -0.220 -0.813
H 3.93422 0.61984 -1.36009 -0.420 -0.512 -0.633
H 4.70506 2.14544 -1.27453 -0.074 -0.080 0.178
H 3.94253 3.13687 1.94371 -0.820 0.050 -0.720
H 4.84270 3.03336 0.56459 1.060 0.962 -0.936
H 2.96344 4.40945 -0.72425 -0.380 -0.292 -0.066
H 3.34213 5.21257 0.66990 0.236 1.125 0.835
H 0.92257 5.06674 0.77239 -0.242 -0.401 -0.485
H 1.39883 3.90891 2.01359 0.332 -0.045 -2.149
H -1.14435 3.59602 0.39041 -0.152 -0.020 -0.149
H -1.08006 1.79972 0.04084 0.664 1.465 0.917
H -0.67893 2.49470 1.69513 0.540 0.000 -0.734
H 1.42727 3.78966 -1.95816 0.073 0.314 0.501
H 0.88739 2.20469 -1.96612 0.046 -1.478 -0.546
H -0.29272 3.41722 -1.78104 0.499 0.037 0.379
H 5.06892 0.71419 1.07494 -1.281 0.120 -0.178
H 3.66314 -0.25812 0.76197 -0.586 -2.060 -0.663
H 3.77447 0.65631 2.26533 -0.445 0.188 -0.398
H 1.90113 0.45591 -0.94692 1.016 -0.268 -1.454
```
Positions in Å, forces in eV/Å.

As for the highest occupied orbital energy: -6.28 eV. The relative energy (zero: lowest compared OMol25 entry of this formula, charge and spin) is 0.00 kcal per mole.

---

# 2
The following is a DFT calculation (ωB97M-V/def2-TZVPD) of a molecular structure, C19H39BrCaF8KN3O13PS3 at a distorted geometry.

The geometry in XYZ format:
```
89
Properties=species:S:1:pos:R:3:forces:R:3
N 0.18093 2.05576 3.95174 -0.956 1.454 1.594
C 0.74217 1.30113 3.32627 1.967 -2.770 -3.271
C 1.41770 0.21590 2.45552 -0.047 0.544 1.980
P 2.15333 0.90675 0.87312 -2.967 2.245 -2.237
O 1.07185 1.63175 0.13387 0.964 -1.062 0.774
C 2.41497 -0.57680 3.39202 -0.991 -1.789 0.422
F 2.10508 -1.95962 3.25145 0.625 0.932 0.340
C 2.26885 -0.29892 4.88743 -0.517 -0.274 -4.877
N 2.45537 0.05752 5.93645 -1.823 1.872 2.169
C 3.91224 -0.43702 3.07355 0.642 0.868 0.816
C 4.44789 0.96715 3.61372 0.437 -0.532 -0.926
C 5.56394 1.62887 2.68420 -0.767 0.311 1.201
C 5.27995 3.19941 2.70424 0.326 0.025 -0.780
O 5.24221 3.66961 4.06507 -0.510 -0.504 -0.653
H 0.61333 -0.51186 2.13485 0.985 0.482 -0.010
H 3.16877 1.89423 1.12499 0.167 -1.076 0.512
H 2.62925 -0.11713 -0.01085 0.495 -0.159 1.198
H 4.41453 -1.22059 3.71685 -4.604 1.976 -2.717
H 4.20250 -0.66397 2.01827 -0.562 0.157 0.702
H 4.82637 0.81032 4.66885 -0.480 0.465 -0.930
H 3.56749 1.65777 3.67512 0.793 -0.576 0.110
H 5.55875 1.20625 1.64278 -0.159 0.413 0.820
H 6.55705 1.38802 3.16874 -0.633 0.485 -0.597
H 4.28595 3.43253 2.22759 0.841 -0.506 0.253
H 6.08096 3.75426 2.12136 -0.739 -0.429 0.898
H 4.32243 3.95214 4.21156 0.567 0.078 0.108
F 7.59336 4.62576 1.69802 0.199 0.279 0.142
K 8.31618 2.94420 0.52208 0.136 -0.201 -0.379
C -0.04137 -3.10438 1.59652 -0.879 -0.345 0.870
O 0.87310 -2.39253 0.93546 0.311 0.202 -0.224
H -0.82288 -3.61030 0.98715 0.210 0.060 -0.499
H 0.32827 -3.95549 2.21163 0.492 -0.179 -0.177
H -0.66941 -2.56317 2.33573 0.058 0.481 -0.027
Ca 5.74152 -1.78578 4.40028 3.108 -0.991 2.949
Br 4.29207 -1.05957 6.94121 3.703 -2.304 0.415
N 6.34213 -3.39876 8.43103 0.351 -0.259 0.200
H 5.63883 -4.13943 8.40792 -0.070 0.126 -0.041
H 6.47198 -3.08088 9.39359 -0.064 0.047 -0.041
H 7.22713 -3.75570 8.06699 -0.038 -0.025 0.070
H 6.01669 -2.59866 7.84411 -0.690 0.500 -0.165
C -4.01055 -1.45730 -1.11767 0.259 -0.281 0.060
O -4.03683 -2.86375 -1.31551 -0.328 0.257 -0.290
C -5.34384 -3.41414 -1.35578 0.468 -0.260 0.030
C -5.50454 -4.39929 -2.50791 -0.196 0.102 -0.031
O -5.46570 -3.82683 -3.81157 0.151 -0.111 0.136
C -4.23328 -3.26538 -4.25759 0.062 0.242 -0.139
C -3.08848 -4.25745 -4.45588 -0.210 0.245 0.278
O -2.63945 -4.78718 -3.21561 -0.234 -0.426 -0.106
C -2.46532 -6.18867 -3.22723 0.100 0.369 0.156
H -4.08282 -1.23327 -0.05110 -0.085 0.220 -0.007
H -3.05734 -1.08610 -1.49596 0.003 -0.050 0.114
H -4.81114 -0.95856 -1.66985 -0.063 0.016 0.055
H -6.10603 -2.63289 -1.42993 0.032 0.051 -0.070
H -5.49283 -3.95249 -0.41088 -0.287 -0.082 -0.039
H -6.50351 -4.83782 -2.41830 -0.037 0.113 -0.055
H -4.80578 -5.22930 -2.42702 0.227 0.089 0.127
H -3.93569 -2.43384 -3.61946 0.195 -0.185 0.201
H -4.45645 -2.82275 -5.23169 -0.122 -0.292 0.129
H -2.24077 -3.73568 -4.91488 -0.089 0.082 -0.125
H -3.41290 -5.04873 -5.14077 -0.036 -0.015 0.083
H -3.27501 -6.69248 -3.76512 0.041 -0.018 -0.083
H -2.48388 -6.53564 -2.19271 0.098 0.056 -0.007
H -1.49812 -6.44450 -3.67215 -0.031 -0.207 -0.079
C -0.95828 4.37109 0.98627 -0.823 -0.422 -0.464
F -2.14781 4.93850 0.73858 0.522 0.175 0.258
F -1.15240 3.50074 2.00509 0.231 0.237 -0.051
F -0.66436 3.63037 -0.09924 0.188 0.383 0.238
S 0.36305 5.60934 1.37931 0.637 1.181 0.156
O -0.11239 6.30246 2.56047 -0.155 -0.568 -0.058
O 0.45141 6.45154 0.20541 -0.155 -0.559 -0.024
O 1.56457 4.81001 1.61579 -0.170 -0.536 0.021
C -1.50804 -3.21436 -8.21964 0.065 -0.051 -0.115
S -2.90020 -2.51059 -7.31624 0.020 0.139 -0.188
O -4.03809 -3.46244 -7.44050 0.199 0.057 -0.229
C -3.20245 -1.15553 -8.46513 -0.018 0.031 -0.139
H -1.17528 -4.10896 -7.69431 -0.082 0.054 0.060
H -1.81786 -3.48085 -9.23115 -0.075 0.021 0.045
H -0.69309 -2.49003 -8.25361 -0.042 0.009 0.051
H -3.40539 -1.55131 -9.46135 -0.003 -0.069 0.056
H -2.33180 -0.49898 -8.49066 -0.013 -0.025 0.067
H -4.06788 -0.59500 -8.11385 0.044 -0.081 0.078
C -2.49482 9.28513 0.17542 0.913 0.049 0.539
F -1.47680 9.45373 -0.69419 -0.446 -0.072 -0.084
F -1.99201 8.58745 1.21090 -0.501 0.058 -0.412
F -2.78404 10.51894 0.65906 -0.258 -0.169 -0.203
S -3.96753 8.46696 -0.60248 -0.870 -0.633 -0.478
O -3.47638 7.18238 -1.05786 0.260 0.357 0.170
O -4.35348 9.36591 -1.67873 0.353 0.210 0.265
O -4.94317 8.37972 0.47022 0.384 0.290 0.109
```
Positions in Å, forces in eV/Å.

As for the highest occupied orbital energy: -4.31 eV. The relative energy (zero: lowest compared OMol25 entry of this formula, charge and spin) is 70.28 kcal per mole. Its net charge is -1.

---

no.,HOMO-LUMO gap (eV)
1,5.878
2,1.037